[1]
31
Properties=species:S:1:pos:R:3:forces:R:3:nbo_charge:R:1 method="wB97M-V/def2-TZVPD" orbital_gap_ev=10.4 total_charge=0 de_lowest_kj_mol=2.2 homo_energy_ev=-9.3 multiplicity=1
Si -0.07495 0.75719 -0.62177 0.894 -0.201 -1.299 1.67
N 1.90879 -1.39390 2.12776 -0.500 1.267 -0.077 -0.84
C 0.84244 -1.98367 -1.23729 -0.954 -0.642 -0.624 -0.60
C 0.55080 -0.85648 2.38547 0.137 -0.047 0.270 -0.22
C 0.94294 -0.52332 -1.60051 -0.141 0.863 -0.081 -0.86
C 0.91772 1.21000 0.89351 0.362 0.526 -0.330 -0.88
C 0.42745 0.65658 2.21721 0.428 0.810 0.314 -0.40
C -2.70600 -0.02988 -1.42423 0.075 -0.373 -0.888 -0.59
C -0.30520 2.31144 -1.69594 -0.024 -0.502 0.175 -1.10
C -1.75527 0.08759 -0.28300 0.080 0.588 1.024 -0.89
H -2.57315 0.81965 -2.07409 -0.359 0.513 -0.277 0.20
H -1.63786 -0.83704 0.25725 -0.239 -0.405 0.409 0.22
H -2.15969 0.84331 0.38836 -0.183 -0.046 0.573 0.22
H 1.16071 -2.18278 -0.24758 0.493 -0.017 1.156 0.21
H -1.00592 3.00645 -1.24112 -0.078 0.143 0.235 0.23
H 1.94578 0.87765 0.71327 -0.056 0.024 -0.046 0.24
H 2.54712 -0.89017 2.73360 0.199 -0.209 -0.002 0.35
H 0.95781 1.20618 3.00754 0.170 -0.452 0.165 0.19
H -0.71665 2.07619 -2.67878 0.159 -0.063 -0.063 0.23
H -0.59009 1.02626 2.33682 -0.375 -0.584 0.208 0.21
H -0.21315 -2.33817 -1.27018 0.592 0.126 -0.250 0.19
H 1.45940 -2.62435 -1.88325 -0.295 0.148 -0.015 0.20
H 0.62726 -0.37690 -2.62785 -0.046 -0.083 -0.470 0.22
H -0.12468 -1.34687 1.70047 -0.239 -0.200 -0.325 0.18
H 0.21408 -1.12548 3.38996 -0.144 0.075 0.113 0.17
H -2.41333 -0.87441 -2.05028 -0.410 -0.246 0.007 0.20
H 1.93399 -2.36358 2.37824 0.088 -0.415 0.161 0.36
H -3.75123 -0.09025 -1.10502 0.175 -0.180 -0.214 0.21
H 1.98326 -0.18960 -1.57471 0.098 -0.007 0.027 0.22
H 0.96642 2.32191 0.90685 -0.096 -0.552 0.253 0.23
H 0.64122 2.82646 -1.82068 0.189 0.139 -0.127 0.23

=====

[2]
19
Properties=species:S:1:pos:R:3:forces:R:3:nbo_charge:R:1 method="wB97M-V/def2-TZVPD" orbital_gap_ev=6.2 total_charge=-1 de_lowest_kj_mol=209.9 homo_energy_ev=-4.2 multiplicity=1
I -1.04367 -0.14373 -2.32744 0.489 -0.125 0.781 -0.11
I -1.68587 -4.21283 1.76630 0.019 0.059 -0.231 0.09
I -3.77747 1.30222 1.97274 -0.455 -0.156 -0.264 0.07
O -3.15213 -1.70835 2.62083 0.145 0.886 -0.895 -0.66
O 0.17165 -2.88683 -0.30004 0.391 1.230 0.077 -0.68
O -0.82950 1.86942 0.27395 0.024 0.260 0.135 -0.69
C -0.87868 0.60285 0.71680 -2.413 -1.656 -0.496 0.19
C -1.68385 -2.28014 0.92930 0.977 -0.479 0.003 -0.37
C -2.61788 -1.41458 1.52130 -1.079 -1.800 2.173 0.30
C -2.95250 -0.24966 0.79245 2.434 3.912 -0.960 -0.44
C -0.54905 -1.97683 0.16377 -0.634 -1.170 -0.602 0.36
C -0.18373 -0.50220 -0.13230 -1.126 0.431 1.299 -0.04
C 1.31003 -0.37693 -0.21359 0.780 1.092 -0.399 -0.70
H -3.07103 -0.08054 -0.28766 -0.256 -0.628 0.693 0.25
H -0.95658 1.90868 -0.67813 0.048 -0.164 -0.590 0.48
H 1.68865 -1.38220 -0.45685 0.131 0.637 -0.302 0.28
H 1.51624 0.43097 -0.93764 0.421 -0.712 -0.010 0.22
H -0.98523 0.71203 1.80323 0.915 -1.089 -0.241 0.24
H 1.81121 0.00864 0.70673 -0.811 -0.528 -0.170 0.22

=====

[3]
43
Properties=species:S:1:pos:R:3:forces:R:3:nbo_charge:R:1 method="wB97M-V/def2-TZVPD" orbital_gap_ev="5.3 / 5.3" total_charge=+3 homo_energy_ev="-17.3 / -17.3" s_squared=6.008 multiplicity=5
Pb 29.73446 -6.14606 16.34491 -1.113 -0.863 0.147 1.81
Zn 26.87031 -6.47741 11.55518 0.241 1.574 0.688 1.78
Cr 26.14761 -7.94395 15.60329 2.875 -0.987 -0.786 1.74
Cl 29.40671 -1.49190 13.35330 -0.587 -0.621 -0.155 -0.04
Cl 28.95192 -0.65632 10.63282 -0.043 0.103 -0.341 0.05
F 21.71146 -1.69436 13.60201 0.093 0.128 -0.196 -0.31
F 25.36898 -0.96823 10.50339 0.129 0.427 -0.460 -0.31
O 28.17632 -9.73405 18.24860 0.346 0.858 -0.578 -0.55
O 25.99377 -2.87236 9.60448 1.284 -0.517 -0.043 -0.45
O 27.33274 -6.26429 14.78505 0.153 -0.098 1.725 -0.92
O 25.79756 -2.70806 13.95270 -0.351 0.019 0.606 -0.63
O 28.03662 -7.92076 12.15960 -0.291 0.619 -0.606 -0.89
O 25.82264 -4.85565 10.66764 1.216 -1.953 0.655 -0.80
O 27.08436 -8.98100 13.89723 -0.659 0.916 1.473 -0.84
O 27.19258 -4.93837 13.03012 -0.055 -0.211 -0.132 -0.79
O 29.69058 -8.12017 18.08784 0.748 0.786 -0.257 -0.79
O 24.00714 -3.04024 15.29053 0.069 0.000 0.172 -0.46
O 27.98343 -8.15870 16.69311 -0.441 2.731 -2.150 -0.95
O 28.66480 -9.98793 12.73694 0.087 1.681 0.863 -0.59
O 24.03764 -3.65616 10.10019 0.099 -0.875 0.390 -0.45
O 23.74305 -2.54393 13.14564 -0.777 -0.476 -0.752 -0.49
O 28.43956 -4.33595 14.79425 -1.746 0.381 -1.272 -0.75
C 25.34099 -3.85788 10.17610 -1.906 1.316 -1.136 1.06
C 28.56062 -8.74291 17.68027 -1.619 -3.281 2.022 0.95
C 27.93689 -8.89502 12.96898 -1.324 -0.911 -0.650 1.03
C 22.65042 -3.33915 15.01200 -1.805 -0.063 0.146 -0.16
C 22.42012 -2.84711 13.54701 -0.008 -0.072 1.725 0.43
C 24.61062 -2.74138 14.14872 1.140 0.058 -0.658 0.99
C 28.58564 -1.89851 11.79692 0.139 0.053 -0.134 -0.41
C 23.73346 -2.36480 9.53253 0.868 0.234 -0.434 -0.13
C 27.55333 -5.16239 14.20014 0.366 -1.934 -1.338 1.01
C 25.14766 -1.74120 9.40910 -1.050 -0.318 1.297 0.44
H 22.42824 -4.36270 15.32764 0.385 -0.312 -0.942 0.20
H 25.39156 -1.25952 8.46746 0.168 0.179 0.173 0.22
H 21.90266 -2.82309 15.62027 0.687 0.728 0.197 0.25
H 23.07036 -1.88352 10.24386 0.161 0.395 -0.150 0.25
H 27.50719 -1.97069 11.90732 0.059 0.228 0.473 0.23
H 30.02220 -8.67475 18.82673 0.262 0.372 -0.086 0.57
H 21.85480 -3.52081 12.90304 0.603 -0.071 -0.300 0.19
H 23.29368 -2.43535 8.53921 -0.236 -0.476 0.164 0.24
H 28.96338 -2.85102 11.43357 0.236 0.084 0.126 0.20
H 28.63617 -10.41433 13.61341 0.117 -0.842 -0.521 0.51
H 28.24683 -3.58181 14.16119 1.480 1.012 1.033 0.57

=====

[4]
26
Properties=species:S:1:pos:R:3:forces:R:3:nbo_charge:R:1 method="wB97M-V/def2-TZVPD" orbital_gap_ev="3.5 / 3.5" total_charge=0 de_lowest_kj_mol=109.2 homo_energy_ev="-5.7 / -5.7" multiplicity=1
Hf -1.23607 -0.93762 1.08955 3.583 -0.466 1.594 2.11
Cl -1.27800 -2.94561 2.18563 -0.092 -0.873 0.658 -0.41
C 3.53953 0.25195 0.17656 -0.586 0.040 -0.998 -0.37
C -2.35781 -1.49639 -0.91616 -0.724 1.302 0.143 -0.33
C 2.54097 -0.24103 -1.89300 0.112 1.888 1.213 -0.37
C -3.31736 -1.17622 0.12972 -0.114 0.606 -2.068 -0.40
C -2.08973 0.74739 -0.34573 -0.886 -0.736 -0.231 -0.28
C -3.16045 0.21474 0.46325 0.115 -0.223 -1.736 -0.38
C 2.34202 1.16316 -1.60092 0.288 -0.827 0.927 -0.37
C -0.54798 0.78061 2.20815 0.282 0.982 0.911 -1.31
C 3.32015 -0.78690 -0.81619 -0.817 0.734 0.983 -0.31
C 2.93457 1.46045 -0.30558 0.007 -1.328 -0.524 -0.32
C -1.53004 -0.31074 -1.13346 -2.184 -0.307 -0.751 -0.42
H 2.20594 -0.75398 -2.78056 0.112 -0.065 -0.106 0.19
H -0.47439 1.70227 1.60559 -0.028 -0.298 0.267 0.26
H 1.82978 1.91273 -2.21187 0.181 -0.407 0.071 0.19
H 3.60361 -1.83794 -0.70521 0.078 0.459 -0.134 0.20
H 0.50298 0.55993 2.50256 -0.255 -0.182 -0.191 0.27
H -1.03467 1.07092 3.16830 0.093 -0.217 -0.571 0.26
H 2.88921 2.41974 0.24397 0.140 -0.651 -0.563 0.19
H -1.70649 1.74875 -0.32230 0.012 0.181 0.065 0.27
H -4.11344 -1.80775 0.50272 0.285 -0.085 0.013 0.27
H 4.10230 0.12691 1.11428 -0.349 0.088 -0.579 0.20
H -2.31367 -2.41446 -1.51331 0.230 0.287 0.700 0.28
H -0.79145 -0.20391 -1.92788 0.167 -0.045 0.575 0.31
H -3.85953 0.75301 1.08192 0.351 0.141 0.333 0.27